Record 1
Computed, not measured: 12 unconnected molecules or ions with the total composition C42H100N12O10, with ωB97M-V/def2-TZVPD.

CARTESIAN COORDINATES (ANGSTROEM)
C: -9.208 -6.291 20.188
C: -10.462 -6.540 19.499
N: -11.309 -5.401 19.261
C: -11.862 -4.689 20.408
C: -13.198 -3.982 20.022
C: -10.754 -4.478 18.297
C: -10.373 -5.052 16.913
H: -8.478 -5.815 19.533
H: -8.774 -7.236 20.514
H: -9.304 -5.746 21.127
H: -10.220 -7.047 18.565
H: -11.059 -7.335 19.945
H: -11.990 -5.384 21.238
H: -11.198 -3.862 20.659
H: -13.186 -3.341 19.140
H: -13.920 -4.761 19.778
H: -13.600 -3.408 20.857
H: -9.827 -4.037 18.663
H: -11.437 -3.638 18.165
H: -9.499 -5.697 17.010
H: -10.101 -4.261 16.214
H: -11.184 -5.593 16.427
C: -14.472 -8.196 20.560
C: -15.773 -8.302 21.355
N: -16.665 -7.080 21.310
C: -17.962 -7.412 21.952
C: -18.842 -8.358 21.128
C: -16.049 -5.949 22.009
C: -16.598 -4.571 21.458
H: -13.980 -9.168 20.536
H: -13.805 -7.391 20.868
H: -14.815 -7.990 19.545
H: -16.296 -9.173 20.961
H: -15.549 -8.506 22.402
H: -17.801 -7.836 22.943
H: -18.424 -6.443 22.142
H: -18.302 -9.271 20.877
H: -19.718 -8.695 21.682
H: -19.201 -7.859 20.228
H: -14.985 -6.109 21.840
H: -16.082 -6.152 23.080
H: -17.512 -4.200 21.921
H: -16.691 -4.548 20.372
H: -15.787 -3.915 21.774
C: -13.917 -11.296 10.645
C: -13.479 -9.836 10.525
O: -13.634 -9.209 9.486
N: -12.894 -9.252 11.570
C: -12.596 -9.798 12.891
H: -13.851 -11.807 9.684
H: -14.917 -11.431 11.058
H: -13.221 -11.829 11.293
H: -12.514 -8.330 11.407
H: -13.382 -9.402 13.535
H: -11.608 -9.467 13.210
H: -12.571 -10.883 12.997
C: -12.357 -8.286 16.757
C: -13.547 -7.435 16.416
O: -14.305 -7.817 15.560
N: -13.768 -6.343 17.189
C: -14.853 -5.416 17.127
H: -12.273 -8.440 17.832
H: -11.473 -7.762 16.394
H: -12.414 -9.292 16.341
H: -13.153 -6.217 17.980
H: -15.361 -5.346 16.165
H: -14.437 -4.443 17.389
H: -15.621 -5.654 17.863
C: -11.447 -14.979 13.021
C: -11.904 -13.828 13.874
O: -13.087 -13.557 14.013
N: -10.995 -13.168 14.617
C: -11.383 -12.059 15.567
H: -10.361 -15.011 12.930
H: -11.698 -14.828 11.971
H: -11.779 -15.992 13.248
H: -10.103 -13.631 14.721
H: -11.479 -12.384 16.603
H: -12.329 -11.605 15.272
H: -10.588 -11.320 15.461
C: -14.355 2.048 17.819
C: -15.312 1.197 18.588
O: -16.022 1.638 19.428
N: -15.226 -0.085 18.315
C: -15.938 -1.157 18.981
H: -14.858 3.014 17.798
H: -14.326 1.690 16.790
H: -13.384 2.342 18.219
H: -14.541 -0.385 17.637
H: -16.994 -0.905 19.076
H: -15.612 -1.400 19.993
H: -15.823 -2.021 18.326
C: -14.527 -6.302 12.041
C: -15.462 -5.061 12.053
O: -15.142 -4.017 12.567
N: -16.689 -5.258 11.508
C: -17.701 -4.125 11.403
H: -14.107 -6.429 13.038
H: -13.668 -5.958 11.464
H: -14.949 -7.215 11.621
H: -16.910 -6.121 11.031
H: -18.316 -4.197 12.300
H: -18.275 -4.216 10.480
H: -17.221 -3.152 11.503
C: -7.589 -7.822 12.936
C: -8.176 -8.354 14.182
O: -9.143 -9.107 14.054
N: -7.637 -8.023 15.346
C: -8.253 -8.429 16.605
H: -7.063 -6.882 13.108
H: -8.380 -7.569 12.231
H: -6.961 -8.601 12.503
H: -7.145 -7.142 15.321
H: -9.203 -8.954 16.505
H: -8.312 -7.548 17.245
H: -7.628 -9.096 17.198
C: -10.903 -10.331 20.654
C: -10.162 -10.598 19.327
O: -10.021 -9.668 18.519
N: -9.601 -11.783 19.086
C: -8.701 -12.058 18.010
H: -11.776 -9.680 20.612
H: -10.278 -9.805 21.376
H: -11.283 -11.217 21.163
H: -9.595 -12.482 19.816
H: -8.307 -11.172 17.511
H: -9.215 -12.659 17.260
H: -7.791 -12.612 18.239
C: -17.491 -12.413 19.775
C: -16.071 -11.920 19.886
O: -15.637 -11.559 20.968
N: -15.493 -11.732 18.757
C: -14.112 -11.198 18.505
H: -17.665 -13.010 18.880
H: -18.229 -11.614 19.858
H: -17.725 -13.110 20.580
H: -16.055 -11.958 17.948
H: -13.642 -11.836 17.757
H: -13.506 -11.161 19.410
H: -14.162 -10.180 18.119
C: -17.472 -7.084 14.530
C: -17.916 -7.493 15.910
O: -19.031 -7.155 16.259
N: -16.960 -8.043 16.637
C: -17.088 -8.343 18.045
H: -18.341 -6.785 13.944
H: -16.966 -7.922 14.052
H: -16.739 -6.278 14.526
H: -16.056 -8.091 16.189
H: -16.963 -7.432 18.630
H: -16.353 -9.086 18.352
H: -18.026 -8.800 18.361
C: -12.747 -2.968 15.172
C: -13.812 -1.821 15.269
O: -13.583 -0.849 16.025
N: -14.904 -1.937 14.550
C: -15.909 -0.907 14.510
H: -12.975 -3.798 14.504
H: -12.759 -3.401 16.173
H: -11.704 -2.707 14.995
H: -14.998 -2.685 13.877
H: -16.085 -0.467 13.529
H: -15.787 -0.050 15.173
H: -16.872 -1.353 14.758

Multiplicity ... 2
Orbital gap (alpha / beta) ... 1.6782 / 8.7859 eV
Net charge ... -1
Highest occupied orbital energy (alpha / beta) ... 0.23 / -6.91 eV

Here are the Mulliken charges for atoms 1 to 4, given in e: number 1, C, carries -1.96; number 2, C, carries 1.32; number 3, N, carries 1.72; number 4, C, carries -1.08

***

Record 2
Computed, not measured: a molecular structure, C5H10N2O2, with ωB97M-V/def2-TZVPD.

CARTESIAN COORDINATES (ANGSTROEM)
C: -0.646 1.373 1.215
C: -0.925 0.623 -1.168
N: -0.172 0.483 0.114
C: 1.433 1.338 -0.380
N: 2.402 1.851 -0.755
H: -1.965 0.365 -0.990
H: -0.137 1.072 2.127
H: -0.389 2.401 0.976
H: -1.721 1.246 1.315
H: -0.509 -0.070 -1.892
H: -0.812 1.636 -1.545
C: 1.014 -1.821 -0.648
C: 0.599 -1.000 0.533
O: -1.343 -1.194 0.663
O: 1.111 -1.007 1.614
H: -1.324 -1.235 1.633
H: 1.517 -1.203 -1.393
H: 1.717 -2.576 -0.300
H: 0.148 -2.282 -1.119

Multiplicity ... 1
Orbital gap (alpha / beta) ... 8.8815 / 8.8843 eV
Net charge ... 0
Highest occupied orbital energy (alpha / beta) ... -9.57 / -9.57 eV
Energy relative to the best compared isomer or geometry (same formula, charge and spin) ... 6.240 eV

Here are the Mulliken charges for atoms 1 to 4, given in e: number 1, C, carries -0.88; number 2, C, carries -0.84; number 3, N, carries -0.01; number 4, C, carries 0.33

***

Record 3
Computed, not measured: 2 unconnected molecules or ions with the total composition C14H20B2F5O4, with ωB97M-V/def2-TZVPD.

CARTESIAN COORDINATES (ANGSTROEM)
C: 3.864 -1.615 2.218
C: 3.561 -1.082 0.804
O: 2.183 -0.798 0.615
B: 1.501 -1.793 -0.170
O: 1.798 -3.134 0.173
B: 0.498 -1.253 -1.404
C: -0.713 -2.264 -1.808
F: -1.287 -1.928 -3.040
F: -0.265 -3.574 -1.995
C: -1.810 -2.307 -0.744
C: -2.324 -3.534 -0.379
C: -3.295 -3.608 0.595
C: -3.770 -2.484 1.210
C: -3.279 -1.251 0.826
C: -3.844 -0.019 1.497
F: -5.126 -0.236 1.875
F: -3.803 1.040 0.673
F: -3.186 0.308 2.632
C: -2.310 -1.180 -0.138
H: 4.872 -2.048 2.256
H: 3.100 -2.338 2.508
H: 3.863 -0.797 2.950
H: 4.089 -0.123 0.685
H: 3.965 -1.796 0.077
H: 1.551 -3.339 1.081
H: 0.035 -0.205 -1.026
H: 1.188 -1.036 -2.376
H: -1.984 -4.449 -0.849
H: -3.701 -4.575 0.885
H: -4.526 -2.541 1.986
H: -1.917 -0.217 -0.448
O: 1.102 1.524 -2.239
C: 0.986 2.438 -1.486
O: -0.078 3.283 -1.609
C: -0.394 4.286 -0.653
C: 0.400 5.556 -0.891
C: 2.040 2.726 -0.441
H: -0.275 3.906 0.364
H: -1.457 4.493 -0.784
H: 1.471 5.385 -0.787
H: 0.104 6.333 -0.182
H: 0.230 5.922 -1.904
H: 2.859 3.274 -0.906
H: 2.407 1.770 -0.070
H: 1.675 3.282 0.421

Multiplicity ... 1
Orbital gap ... 7.5140 eV
Net charge ... -1
Highest occupied orbital energy ... -4.68 eV

Here are the Mulliken charges for atoms 1 to 4, given in e: number 1, C, carries -1.14; number 2, C, carries -0.21; number 3, O, carries -0.39; number 4, B, carries 0.33

***

Record 4
Computed, not measured: C3H5BrClNO3 in the gas phase, with ωB97M-V/def2-TZVPD.

CARTESIAN COORDINATES (ANGSTROEM)
C: -1.569 -0.167 -0.166
C: -0.181 0.114 -0.716
O: 0.240 -0.576 -1.864
C: 1.087 -0.247 0.453
Cl: 0.849 -1.814 1.052
Br: 2.882 -0.169 -0.457
N: 0.968 0.793 1.472
O: 1.391 1.880 1.159
O: 0.357 0.516 2.491
H: -1.675 0.533 0.625
H: -1.536 -1.155 0.077
H: -2.175 0.098 -1.008
H: -0.118 1.252 -1.002
H: -0.521 -1.060 -2.116

Multiplicity ... 1
Orbital gap ... 9.9745 eV
SMILES ... C[C@H](O)[C@@](Cl)(Br)[N+](=O)[O-]
Net charge ... 0
Highest occupied orbital energy ... -10.51 eV
Energy relative to the best compared isomer or geometry (same formula, charge and spin) ... 0.000 eV

Here are the Mulliken charges for atoms 1 to 4, given in e: number 1, C, carries -1.36; number 2, C, carries -0.05; number 3, O, carries -0.44; number 4, C, carries 0.30

***

How do the records compare in E_tot? In the order shown, they have -83534.8509, -12417.2331, -37976.1136, -93385.3042 eV.